Entry 1:
A structure of composition C5H16BrFeN4O3. Source: OMol25; level of theory: ωB97M-V with the def2-TZVPD basis set.

## Properties
HOMO energy (spin up / spin down) = -14.81 / -14.80 eV
charge = +2
LUMO (spin up / spin down) = -10.5 / -11.9 eV
multiplicity = 6

Last column: Mulliken charge in e.
CARTESIAN COORDINATES (ANGSTROEM)
Fe (-2.440, 1.766, -3.717)  0.9058
Br (-1.020, 1.019, -1.934)  -0.1235
C (-3.221, -1.624, 0.600)  0.7656
O (-4.086, -1.137, -0.059)  -0.1122
N (-3.332, -2.437, 1.584)  -0.2814
N (-1.992, -1.489, 0.232)  -0.0892
H (-4.196, -2.731, 2.016)  0.2522
H (-2.449, -2.750, 1.962)  0.1846
H (-1.696, -0.714, -0.344)  0.1010
H (-1.429, -1.969, 0.920)  0.1894
C (-1.485, 3.814, 1.100)  0.7180
O (-1.823, 4.322, 0.117)  -0.5973
N (-1.716, 4.287, 2.286)  -0.4014
N (-0.762, 2.759, 1.090)  -0.2412
H (-2.267, 5.129, 2.372)  0.2350
H (-1.434, 3.763, 3.102)  0.1645
H (-0.283, 2.465, 1.929)  0.1629
H (-0.586, 2.260, 0.230)  0.0737
C (3.176, -0.404, -0.274)  -1.1327
C (2.845, -1.263, -1.539)  0.6484
C (3.537, -2.593, -1.618)  -1.4044
O (1.469, -1.510, -1.479)  -0.4525
H (3.130, -1.051, 0.603)  0.3134
H (2.367, 0.286, -0.038)  0.2071
H (4.200, -0.033, -0.291)  0.3746
H (3.148, -0.713, -2.430)  0.1979
H (3.193, -3.221, -2.440)  0.3568
H (3.581, -3.061, -0.634)  0.3429
H (4.599, -2.480, -1.837)  0.3901
H (0.971, -0.689, -1.509)  0.2521


Entry 2:
A cluster of 2 separate species, C5H16FN2OS in total. Source: OMol25; level of theory: ωB97M-V with the def2-TZVPD basis set.

## Properties
HOMO energy = -13.31 eV
charge = +1
LUMO = -3.3 eV

Last column: Mulliken charge in e.
CARTESIAN COORDINATES (ANGSTROEM)
C (2.631, -1.187, -1.186)  -0.9127
N (1.840, 0.038, -1.004)  -0.1829
C (1.228, 0.139, 0.271)  -0.6825
N (0.058, 1.145, 0.243)  -0.0942
S (0.106, 2.379, -1.069)  -0.0036
C (-1.295, 0.464, 0.295)  -1.1546
C (-1.528, -0.485, -0.863)  0.8861
C (-2.919, -1.058, -0.835)  -1.4286
F (-1.342, 0.252, -2.037)  -0.3360
H (2.733, -1.381, -2.251)  0.3135
H (2.102, -2.030, -0.742)  0.3279
H (3.625, -1.134, -0.738)  0.3458
H (2.431, 0.847, -1.160)  0.2934
H (1.846, 0.458, 1.115)  0.4036
H (0.785, -0.822, 0.521)  0.3689
H (0.125, 1.675, 1.110)  0.5202
H (0.622, 3.291, -0.234)  0.2005
H (-1.335, -0.058, 1.247)  0.3096
H (-2.036, 1.262, 0.283)  0.4376
H (-0.778, -1.279, -0.880)  0.2517
H (-3.658, -0.269, -0.978)  0.3811
H (-3.113, -1.551, 0.118)  0.3731
H (-3.033, -1.786, -1.635)  0.3652
O (0.091, 0.598, 3.223)  -0.6203
H (0.978, 0.743, 3.575)  0.3171
H (-0.164, -0.247, 3.612)  0.3200


Entry 3:
A structure of composition C5H16N2O. Source: OMol25; level of theory: ωB97M-V with the def2-TZVPD basis set.

## Properties
HOMO energy = -8.65 eV
LUMO = 0.1 eV

Last column: Mulliken charge in e.
CARTESIAN COORDINATES (ANGSTROEM)
C (-2.236, -0.406, 0.643)  -0.2008
C (-0.987, -0.830, -0.134)  -0.4472
N (-1.810, 0.414, 1.778)  -0.5343
N (-3.173, 0.197, -0.301)  -0.6277
O (-0.323, 0.322, -0.612)  -0.8510
H (0.981, 0.520, 0.272)  0.3124
H (-2.710, -1.304, 1.054)  0.3487
H (-2.611, 0.728, 2.316)  0.2450
H (-3.979, 0.579, 0.181)  0.2335
H (-1.330, 1.237, 1.425)  0.2582
H (-2.704, 0.943, -0.804)  0.2669
H (-1.286, -1.486, -0.961)  0.3905
H (-0.339, -1.400, 0.546)  0.3264
C (2.739, -0.300, -1.034)  -0.5206
C (1.797, 0.581, 1.172)  -1.3204
C (1.816, -0.290, -2.067)  -0.4681
H (2.974, -1.221, -0.523)  0.3194
H (3.400, 0.534, -0.857)  0.3175
H (1.563, -1.247, -2.514)  0.3050
H (0.997, 0.442, 1.908)  0.4052
H (2.580, -0.119, 1.448)  0.3718
H (2.179, 1.594, 1.261)  0.3221
H (0.576, -0.001, -1.403)  0.2303
H (1.887, 0.513, -2.794)  0.3173